The following is a DFT calculation (ωB97M-V with the def2-TZVPD basis set) of C7H6FNO4S in the gas phase at a distorted geometry.

Properties
- Highest occupied orbital energy: -8.9 eV
- SMILES: O=S(=O)(O/[N+]([O-])=C\F)c1ccccc1
- Gap between HOMO and LUMO: 0.2877 Ha
- Strongest force on any atom: 0.113 Eh/bohr
- ΔE to the lowest compared entry with this formula, charge and spin: 31.7 kcal per mole
- LUMO level: -1.1 eV

```
20
Properties=species:S:1:pos:R:3:forces:R:3
O 1.350 -2.433 -1.323 0.7099 0.2418 -2.4726
S 1.025 -1.867 -0.094 -0.4596 0.6431 2.4977
O 1.213 -2.762 1.024 -0.2187 2.1611 -0.2395
O 2.194 -0.371 0.098 2.4076 -0.0877 0.2428
N 2.205 1.093 0.239 -2.8205 1.7141 -0.1931
O 1.045 1.579 0.143 0.9130 -0.0177 0.3552
C 3.237 1.946 0.433 0.0550 -5.7209 -1.0526
F 4.461 1.368 0.302 -0.6932 0.8193 0.4476
C -0.528 -0.999 -0.131 1.1953 -0.0577 1.7458
C -0.935 -0.465 -1.300 -1.2642 0.5393 -0.3986
C -2.044 0.370 -1.265 -0.9427 -0.1092 -2.0686
C -2.757 0.497 -0.118 0.1497 -0.8761 2.0063
C -2.346 -0.095 1.092 1.8087 -0.0250 -1.5996
C -1.108 -0.730 1.115 0.2903 -0.2413 -1.1434
H 3.165 3.000 0.450 -0.4443 0.5940 0.0147
H -0.525 -0.765 -2.211 0.8782 -0.1719 -1.2832
H -2.554 0.746 -2.194 1.1078 -0.2795 0.8674
H -3.692 0.984 -0.086 -0.8766 0.6568 -0.2575
H -2.965 -0.060 1.921 -0.8655 0.3567 1.6214
H -0.439 -1.036 1.905 -0.9302 -0.1392 0.9097
```
Positions in Å, forces in eV/Å.